(1)
{
  "formula": "H18O9",
  "method": "ωB97M-V with the def2-TZVPD basis set",
  "species": ["O", "H", "H", "O", "H", "H", "O", "H", "H", "O", "H", "H", "O", "H", "H", "O", "H", "H", "O", "H", "H", "O", "H", "H", "O", "H", "H"],
  "coordinates": [[0.37, 1.54, 1.56], [0.93, 1.13, 2.20], [0.68, 2.43, 1.69], [-2.03, 1.02, -1.03], [-2.88, 0.65, -1.22], [-1.41, 0.31, -0.74], [-0.31, -0.61, 0.13], [0.08, -1.31, 0.66], [-0.05, 0.22, 0.50], [1.89, -2.42, 0.96], [2.16, -1.60, 1.39], [2.72, -2.86, 0.76], [2.61, 0.61, -0.68], [3.47, 1.00, -0.57], [2.08, 1.32, -1.02], [-2.64, -1.92, -0.85], [-1.84, -1.70, -0.43], [-2.49, -1.64, -1.78], [-1.98, 2.87, 1.71], [-1.34, 2.22, 1.98], [-1.67, 3.71, 2.06], [0.74, 2.46, -1.62], [0.23, 1.71, -1.92], [1.17, 2.94, -2.32], [-0.29, -3.69, -0.60], [0.55, -3.88, -0.21], [-0.75, -4.49, -0.59]],
  "lumo_energy_ev": -0.1,
  "total_energy_ha": -687.91967,
  "smiles": "O.O.O.O.O.O.O.O.O"
}

***

(2)
{
  "formula": "C5H14N2",
  "method": "ωB97M-V with the def2-TZVPD basis set",
  "species": ["C", "C", "N", "C", "C", "N", "C", "H", "H", "H", "H", "H", "H", "H", "H", "H", "H", "H", "H", "H", "H"],
  "coordinates": [[-1.83, 2.79, 0.01], [-0.76, 1.82, -0.49], [0.15, 1.16, 0.46], [-0.11, -0.16, 1.12], [-0.06, -1.14, -0.18], [1.17, -1.59, -0.73], [1.62, -2.88, -0.23], [-2.77, 2.16, 0.34], [-2.17, 3.39, -0.76], [-1.47, 3.32, 0.88], [-0.11, 2.32, -1.34], [-1.25, 1.03, -1.00], [0.07, 1.87, 1.27], [-1.04, -0.02, 1.81], [0.67, -0.63, 1.86], [-0.86, -2.00, -0.21], [-0.40, -0.52, -1.14], [1.75, -0.77, -0.68], [1.62, -2.87, 0.83], [0.99, -3.69, -0.68], [2.63, -3.18, -0.65]],
  "lumo_energy_ev": 1.1,
  "total_energy_ha": -308.29931,
  "smiles": "CCNCCNC"
}

***

(3)
{
  "formula": "C9H8N2O",
  "method": "ωB97M-V with the def2-TZVPD basis set",
  "species": ["C", "C", "C", "C", "C", "C", "C", "C", "C", "N", "N", "O", "H", "H", "H", "H", "H", "H", "H", "H"],
  "coordinates": [[-2.38, 0.06, 1.28], [-0.99, 0.01, 1.14], [-2.90, -0.25, 0.08], [-0.69, -0.47, -0.12], [1.42, -1.65, -0.16], [1.63, 0.75, -0.35], [2.66, 0.13, 0.53], [1.53, 2.02, -0.78], [0.59, -0.60, -0.83], [2.41, -1.33, 0.56], [-1.89, -0.52, -0.80], [3.54, 0.67, 1.19], [-2.92, 0.21, 2.18], [-0.41, -0.02, 2.09], [-3.92, -0.25, -0.33], [1.33, -2.73, -0.17], [0.90, 2.31, -1.59], [1.92, 2.96, -0.34], [0.38, -0.66, -1.83], [-2.22, -0.64, -1.73]],
  "lumo_energy_ev": -0.2,
  "total_energy_ha": -532.40885,
  "smiles": "C=C1C(=O)N=C[C@H]1c1ccc[nH]1"
}

***

(4)
{
  "formula": "C51H114F24N4P5",
  "method": "ωB97M-V with the def2-TZVPD basis set",
  "species": ["C", "C", "C", "C", "P", "C", "C", "C", "C", "C", "C", "C", "C", "C", "C", "C", "C", "H", "H", "H", "H", "H", "H", "H", "H", "H", "H", "H", "H", "H", "H", "H", "H", "H", "H", "H", "H", "H", "H", "H", "H", "H", "H", "H", "H", "H", "H", "H", "H", "H", "H", "H", "H", "C", "C", "C", "C", "N", "C", "C", "C", "C", "C", "H", "H", "H", "H", "H", "H", "H", "H", "H", "H", "H", "H", "H", "H", "H", "H", "H", "H", "H", "H", "C", "C", "C", "C", "N", "C", "C", "C", "C", "C", "H", "H", "H", "H", "H", "H", "H", "H", "H", "H", "H", "H", "H", "H", "H", "H", "H", "H", "H", "H", "C", "C", "C", "C", "N", "C", "C", "C", "C", "C", "H", "H", "H", "H", "H", "H", "H", "H", "H", "H", "H", "H", "H", "H", "H", "H", "H", "H", "H", "H", "C", "C", "C", "N", "C", "C", "C", "C", "C", "H", "H", "H", "H", "H", "H", "H", "H", "H", "H", "H", "H", "H", "H", "H", "H", "H", "H", "P", "F", "F", "F", "F", "F", "F", "P", "F", "F", "F", "F", "F", "F", "P", "F", "F", "F", "F", "F", "F", "P", "F", "F", "F", "F", "F", "F"],
  "coordinates": [[-9.71, 0.49, -2.27], [-8.52, 0.09, -1.35], [-7.15, 0.07, -2.03], [-6.88, -0.98, -3.08], [-5.25, -0.85, -3.91], [-4.67, 0.82, -4.32], [-3.29, 0.85, -5.03], [-2.70, 2.29, -4.92], [-2.06, 2.60, -3.56], [-4.03, -1.45, -2.64], [-4.28, -2.87, -2.04], [-3.28, -3.17, -0.91], [-1.83, -2.82, -1.23], [-5.26, -1.85, -5.48], [-5.82, -1.24, -6.80], [-7.25, -0.78, -6.77], [-7.80, -0.09, -8.03], [-9.51, 1.46, -2.73], [-10.65, 0.61, -1.74], [-9.80, -0.29, -3.02], [-8.67, -0.90, -0.90], [-8.55, 0.73, -0.47], [-6.40, -0.06, -1.24], [-7.04, 1.07, -2.45], [-7.57, -0.83, -3.91], [-6.95, -1.94, -2.57], [-4.50, 1.22, -3.32], [-5.33, 1.46, -4.91], [-3.46, 0.65, -6.09], [-2.57, 0.10, -4.72], [-3.48, 3.01, -5.20], [-1.87, 2.43, -5.61], [-1.15, 2.03, -3.38], [-2.75, 2.38, -2.74], [-1.89, 3.67, -3.56], [-3.96, -0.69, -1.85], [-3.02, -1.40, -3.06], [-4.34, -3.66, -2.78], [-5.31, -2.90, -1.66], [-3.29, -4.22, -0.65], [-3.61, -2.62, -0.03], [-1.22, -3.26, -0.44], [-1.72, -1.74, -1.21], [-1.53, -3.17, -2.22], [-5.61, -2.86, -5.27], [-4.20, -2.02, -5.70], [-5.85, -2.07, -7.52], [-5.17, -0.52, -7.31], [-7.32, -0.02, -5.98], [-7.93, -1.61, -6.61], [-7.07, 0.58, -8.50], [-8.70, 0.51, -7.85], [-8.16, -0.76, -8.82], [2.81, -5.59, 1.17], [2.17, -4.98, -0.06], [3.02, -5.16, -1.31], [2.23, -5.17, -2.65], [3.08, -5.05, -3.91], [3.47, -3.57, -4.15], [3.55, -3.50, -5.68], [2.35, -4.29, -6.18], [2.18, -5.36, -5.09], [4.30, -5.95, -3.80], [3.82, -5.25, 1.38], [2.85, -6.67, 1.03], [2.22, -5.43, 2.08], [1.94, -3.92, 0.10], [1.22, -5.50, -0.23], [3.52, -6.14, -1.25], [3.76, -4.36, -1.26], [1.58, -4.29, -2.72], [1.61, -6.05, -2.78], [4.40, -3.30, -3.67], [2.69, -2.93, -3.75], [4.48, -3.94, -6.05], [3.50, -2.47, -6.01], [2.40, -4.79, -7.15], [1.52, -3.59, -6.22], [2.37, -6.39, -5.39], [1.14, -5.47, -4.79], [4.77, -5.90, -4.78], [4.01, -6.96, -3.53], [5.08, -5.60, -3.14], [5.09, 2.52, 0.28], [3.92, 3.02, -0.56], [2.85, 1.98, -0.93], [2.02, 1.67, 0.28], [1.00, 0.51, 0.10], [1.74, -0.80, -0.20], [1.81, -0.98, -1.69], [0.69, -0.14, -2.28], [0.04, 0.61, -1.11], [0.27, 0.26, 1.44], [4.66, 2.27, 1.25], [6.02, 3.09, 0.27], [5.42, 1.53, -0.06], [4.39, 3.38, -1.49], [3.43, 3.89, -0.11], [3.39, 1.11, -1.30], [2.28, 2.33, -1.80], [1.32, 2.45, 0.58], [2.50, 1.33, 1.20], [1.10, -1.62, 0.13], [2.70, -0.85, 0.31], [1.76, -2.04, -1.96], [2.81, -0.77, -2.08], [-0.01, -0.73, -2.86], [1.22, 0.54, -2.95], [-0.95, 0.23, -0.87], [-0.02, 1.70, -1.22], [0.93, -0.14, 2.21], [-0.46, -0.47, 1.11], [-0.21, 1.18, 1.76], [7.45, 1.01, 3.17], [5.99, 1.32, 3.41], [5.21, 0.28, 4.21], [5.69, 0.07, 5.67], [4.83, -0.97, 6.39], [3.50, -0.49, 7.00], [3.19, -1.33, 8.27], [4.52, -1.97, 8.61], [5.54, -1.38, 7.69], [4.49, -2.19, 5.58], [7.60, 0.37, 2.30], [7.91, 0.51, 4.03], [8.06, 1.89, 2.94], [5.51, 1.56, 2.46], [5.81, 2.31, 3.85], [5.14, -0.67, 3.67], [4.15, 0.54, 4.25], [5.53, 0.97, 6.27], [6.73, -0.25, 5.70], [2.69, -0.54, 6.27], [3.69, 0.49, 7.43], [2.40, -2.06, 8.12], [2.87, -0.70, 9.09], [4.47, -3.05, 8.49], [4.72, -1.85, 9.68], [6.36, -2.08, 7.50], [5.96, -0.46, 8.10], [3.84, -1.88, 4.77], [4.02, -2.95, 6.20], [5.39, -2.56, 5.09], [-0.09, 5.94, -0.11], [-0.52, 6.15, 1.31], [-1.70, 5.31, 1.68], [-2.27, 5.68, 3.08], [-1.25, 5.25, 4.14], [-3.58, 4.99, 3.33], [-4.20, 5.74, 4.51], [-3.69, 7.22, 4.41], [-2.56, 7.14, 3.37], [-0.82, 6.25, -0.87], [0.21, 4.90, -0.24], [0.78, 6.53, -0.42], [-0.65, 7.23, 1.42], [0.35, 5.89, 1.92], [-1.58, 4.24, 1.62], [-2.42, 5.75, 0.98], [-0.27, 5.72, 4.10], [-1.25, 4.16, 4.14], [-1.68, 5.58, 5.08], [-3.46, 3.92, 3.50], [-4.06, 5.15, 2.36], [-3.98, 5.22, 5.44], [-5.28, 5.74, 4.37], [-3.24, 7.40, 5.39], [-4.49, 7.93, 4.26], [-1.61, 7.58, 3.65], [-2.83, 7.59, 2.41], [0.76, -3.20, 4.03], [0.21, -4.28, 2.94], [2.02, -2.77, 3.04], [-0.09, -2.09, 3.21], [1.32, -2.10, 5.10], [-0.56, -3.54, 4.90], [1.57, -4.30, 4.93], [5.56, -1.00, -1.69], [4.83, -2.42, -1.42], [4.58, -0.27, -0.61], [6.63, -1.30, -0.50], [6.19, 0.49, -1.91], [6.53, -1.70, -2.78], [4.42, -0.66, -2.84], [2.10, 2.74, 4.33], [2.83, 2.45, 5.76], [3.51, 2.61, 3.57], [2.02, 1.12, 4.06], [1.31, 2.99, 2.90], [0.59, 2.78, 5.01], [2.25, 4.35, 4.42], [-3.66, 1.58, 0.77], [-3.11, 0.06, 0.56], [-4.16, 1.65, -0.80], [-5.11, 0.97, 1.19], [-4.10, 3.14, 0.98], [-3.14, 1.47, 2.30], [-2.16, 2.09, 0.27]],
  "lumo_energy_ev": -2.2,
  "total_charge": 1,
  "total_energy_ha": -6334.79729
}

***

(5)
{
  "formula": "C16H25ClN2O3S",
  "method": "ωB97M-V with the def2-TZVPD basis set",
  "species": ["C", "H", "H", "H", "O", "C", "C", "C", "C", "C", "C", "H", "H", "Cl", "H", "S", "O", "O", "N", "H", "C", "C", "H", "H", "C", "N", "H", "C", "C", "H", "H", "C", "H", "H", "H", "C", "H", "H", "H", "C", "H", "H", "H", "C", "H", "H", "H", "H"],
  "coordinates": [[-1.95, -3.33, 1.56], [-2.21, -3.88, 0.65], [-1.12, -3.81, 2.07], [-2.81, -3.28, 2.23], [-1.49, -2.03, 1.21], [-2.45, -1.16, 0.77], [-2.42, -0.74, -0.56], [-3.29, 0.21, -1.04], [-4.22, 0.76, -0.17], [-4.29, 0.35, 1.15], [-3.41, -0.61, 1.62], [-3.45, -0.92, 2.65], [-5.02, 0.78, 1.81], [-5.31, 1.97, -0.75], [-3.23, 0.49, -2.08], [-1.26, -1.56, -1.66], [-1.39, -0.96, -2.95], [-1.49, -2.97, -1.54], [0.22, -1.22, -0.99], [0.69, -2.08, -0.77], [1.05, -0.26, -1.71], [2.53, -0.37, -1.31], [3.09, 0.21, -2.04], [2.85, -1.41, -1.38], [2.85, 0.18, 0.08], [2.28, 1.51, 0.20], [2.50, 1.90, 1.11], [0.88, 1.76, -0.11], [0.55, 1.17, -1.49], [1.03, 1.79, -2.25], [-0.52, 1.20, -1.66], [-0.11, 1.27, 0.96], [-0.20, 0.19, 0.95], [-1.10, 1.69, 0.78], [0.22, 1.59, 1.95], [0.75, 3.29, -0.20], [-0.23, 3.57, -0.58], [0.87, 3.74, 0.78], [1.51, 3.69, -0.87], [2.45, -0.80, 1.19], [1.40, -1.08, 1.12], [2.62, -0.35, 2.17], [3.05, -1.71, 1.13], [4.38, 0.38, 0.17], [4.90, -0.54, -0.06], [4.66, 0.70, 1.17], [4.69, 1.15, -0.53], [0.97, -0.47, -2.78]],
  "lumo_energy_ev": 0.6,
  "total_energy_ha": -1818.28310,
  "smiles": "COc1ccc(Cl)cc1S(=O)(=O)NC1CC(C)(C)NC(C)(C)C1"
}

***

(6)
{
  "formula": "C4H9NO",
  "method": "ωB97M-V with the def2-TZVPD basis set",
  "species": ["C", "C", "C", "C", "O", "N", "H", "H", "H", "H", "H", "H", "H", "H", "H"],
  "coordinates": [[-0.45, -1.69, 0.22], [-0.44, -0.17, -0.27], [-1.30, 1.51, 0.22], [0.88, 0.50, -0.24], [0.91, 1.72, -0.27], [2.06, -0.15, -0.03], [0.11, -1.87, 1.15], [0.01, -2.40, -0.52], [-1.46, -2.09, 0.37], [-0.87, -0.18, -1.27], [-1.06, 2.53, -0.21], [-2.29, 1.26, -0.11], [-1.17, 1.62, 1.29], [2.23, -1.09, -0.35], [2.83, 0.49, 0.02]],
  "lumo_energy_ev": 0.8,
  "total_energy_ha": -287.72213
}

***

no.,frontier orbital gap (Ha),molar mass (g/mol)
1,0.37300,162.1
2,0.34721,102.2
3,0.30065,160.2
4,0.34038,1394.3
5,0.33918,360.9
6,0.36268,87.1